# C4H13N2O

A 2-piece molecular cluster, C4H13N2O overall at a distorted geometry (ωB97M-V with the def2-TZVPD basis set, the OMol25 dataset).

CARTESIAN COORDINATES (ANGSTROEM)
1 H -1.003 -2.723 0.394
2 O -0.511 1.570 1.491
3 C -0.369 0.212 1.868
4 H 0.541 2.470 -2.393
5 H 0.007 0.043 -0.639
6 H 1.423 -0.913 -2.405
7 C 1.634 0.096 -2.062
8 C -0.656 -2.097 1.215
9 H 1.934 0.713 -2.904
10 H -0.854 2.210 -1.201
11 H 0.674 0.071 2.151
12 N 0.414 0.645 -1.444
13 H -1.466 1.702 1.447
14 H 2.424 0.091 -1.313
15 C 0.026 1.820 -1.696
16 H -1.301 -2.243 2.080
17 H 0.364 -2.402 1.432
18 H -0.968 -0.047 2.748
19 N -0.668 -0.689 0.743
20 H -1.647 -0.529 0.488

Output
total charge: +1
E_HOMO: -14.148 eV
energy above the lowest of the compared OMol25 structures with the same formula, charge and spin: 53.9 kcal/mol
E_LUMO: -4.16 eV

Atomic partial charges in e from the Mulliken method, atoms 1 to 2: H 0.35; O -0.49

---

# C4H13N2O

An isolated ion of composition C4H13N2O and charge +2 at a distorted geometry (ωB97M-V with the def2-TZVPD basis set, the OMol25 dataset).

CARTESIAN COORDINATES (ANGSTROEM)
1 H 1.513 1.723 0.463
2 H 2.026 1.422 -1.184
3 C -1.050 1.092 0.427
4 H -3.020 0.343 -0.357
5 C 2.009 -0.386 0.063
6 H -0.634 1.048 1.409
7 H -2.721 0.102 1.428
8 N 1.039 -1.437 -0.406
9 H -1.456 2.053 0.402
10 H 3.042 -0.605 -0.202
11 O -1.682 -1.216 0.085
12 C -2.250 0.083 0.411
13 H -2.277 -1.898 0.426
14 H 1.058 -1.365 -1.450
15 H 2.007 -0.480 1.144
16 N -0.060 0.805 -0.656
17 H 0.056 -1.117 -0.213
18 H -0.386 1.201 -1.431
19 H 1.356 -2.354 0.003
20 C 1.429 0.984 -0.363

Output
total charge: +2
E_HOMO (alpha / beta): -19.620 / -19.551 eV
multiplicity: 2
energy above the lowest of the compared OMol25 structures with the same formula, charge and spin: 69.8 kcal/mol
E_LUMO (alpha / beta): -7.26 / -13.06 eV
<S²>: 0.754

Atomic partial charges in e from the Mulliken method, atoms 1 to 2: H 0.33; H 0.43

---

# C4H13N2O

A 2-piece molecular cluster, C4H13N2O overall at a distorted geometry (ωB97M-V with the def2-TZVPD basis set, the OMol25 dataset).

CARTESIAN COORDINATES (ANGSTROEM)
1 C 0.679 -1.544 0.433
2 C 2.066 -0.222 -1.264
3 H 0.291 -2.031 -0.396
4 N 1.312 -0.238 -0.171
5 H 1.520 -2.070 0.731
6 N -1.208 0.817 0.656
7 H -0.689 -2.314 1.791
8 H -1.161 1.452 1.492
9 H -0.404 3.140 -1.512
10 H 3.069 0.312 -1.232
11 C -0.292 -1.234 1.552
12 H -0.786 2.274 -2.691
13 H 0.158 -0.792 2.493
14 H 1.773 -0.738 -2.168
15 H -1.932 -0.848 0.003
16 H -1.604 1.205 -0.195
17 O -0.492 2.173 -1.731
18 H -0.158 0.775 0.546
19 C -1.530 -0.563 0.936
20 H -2.406 -0.412 1.657

Output
total charge: +2
E_HOMO (alpha / beta): -19.480 / -19.479 eV
multiplicity: 2
energy above the lowest of the compared OMol25 structures with the same formula, charge and spin: 85.5 kcal/mol
E_LUMO (alpha / beta): -10.03 / -12.04 eV
<S²>: 0.758

Atomic partial charges in e from the Mulliken method, atoms 1 to 2: C -0.54; C -0.14

---

# C4H13N2O2

A 2-piece molecular cluster, C4H13N2O2 overall at a distorted geometry (ωB97M-V with the def2-TZVPD basis set, the OMol25 dataset).

CARTESIAN COORDINATES (ANGSTROEM)
1 N 0.668 -1.521 -0.996
2 C -0.447 0.903 1.171
3 C 0.984 -1.152 0.411
4 H 0.356 1.358 1.745
5 H 0.071 -0.759 -1.386
6 H 1.320 -2.066 0.910
7 O -0.992 0.903 -1.291
8 N -0.394 -1.231 2.486
9 H -0.773 2.604 -0.179
10 H 1.807 -0.429 0.416
11 H 1.552 -1.540 -1.496
12 H -0.734 -0.552 3.160
13 H 0.682 1.826 -0.432
14 O 0.159 1.170 -3.551
15 H -1.441 1.117 1.566
16 H -1.056 -2.005 2.471
17 H 0.186 0.247 -3.864
18 C -0.407 1.549 -0.258
19 C -0.266 -0.622 1.140
20 H -0.160 1.202 -2.580
21 H -1.116 -1.002 0.555

Output
total charge: -1
E_HOMO: -3.514 eV
energy above the lowest of the compared OMol25 structures with the same formula, charge and spin: 10.6 kcal/mol
E_LUMO: 4.05 eV

Atomic partial charges in e from the Mulliken method, atoms 1 to 2: N -0.81; C -0.74

---

# C4H13N2O2

A 2-piece molecular cluster, C4H13N2O2 overall at a distorted geometry (ωB97M-V with the def2-TZVPD basis set, the OMol25 dataset).

CARTESIAN COORDINATES (ANGSTROEM)
1 H 1.679 0.459 0.542
2 H 1.371 -0.344 -2.032
3 C -0.035 -1.587 0.368
4 C 0.096 -1.640 -1.117
5 H 1.154 0.777 2.143
6 O -0.683 3.118 -1.257
7 H -1.912 0.859 1.358
8 H -0.262 -2.593 -1.567
9 N 1.426 -1.302 -1.711
10 N -1.646 0.223 0.606
11 H -0.508 -0.594 2.208
12 C 0.728 0.776 1.113
13 H -1.353 3.623 -0.818
14 H -1.378 0.875 -0.128
15 C -0.359 -0.342 1.144
16 H -0.118 2.681 -0.490
17 H 2.098 -1.422 -0.972
18 O 0.411 2.027 0.721
19 H -0.625 -1.067 -1.729
20 H -0.791 -2.332 0.699
21 H 0.707 -2.198 0.918

Output
total charge: -1
E_HOMO: -3.401 eV
energy above the lowest of the compared OMol25 structures with the same formula, charge and spin: 28.1 kcal/mol
E_LUMO: 4.04 eV

Atomic partial charges in e from the Mulliken method, atoms 1 to 2: H 0.18; H 0.32

---

# C4H13N2O2

A 2-piece molecular cluster, C4H13N2O2 overall at a distorted geometry (ωB97M-V with the def2-TZVPD basis set, the OMol25 dataset).

CARTESIAN COORDINATES (ANGSTROEM)
1 H -3.223 0.635 1.275
2 C 0.988 -0.690 0.480
3 H 0.424 -0.638 2.585
4 N 1.597 0.423 -0.315
5 H 0.286 -1.267 -0.235
6 C -0.054 -0.218 1.716
7 H 0.113 0.883 1.814
8 H -2.883 0.102 2.985
9 H 0.923 1.271 -0.532
10 H -1.113 0.028 -3.562
11 N -1.477 -0.543 1.388
12 O 1.618 0.558 -2.660
13 C 2.282 0.069 -1.622
14 H 0.117 0.152 -2.704
15 H 3.312 0.560 -1.603
16 H 2.428 -1.079 -1.620
17 H 1.663 -1.476 0.634
18 O -0.939 -0.045 -2.684
19 H -1.740 -0.744 0.511
20 H -1.951 1.531 2.159
21 C -2.375 0.488 1.988

Output
total charge: 0
E_HOMO (alpha / beta): -9.025 / -9.008 eV
multiplicity: 2
energy above the lowest of the compared OMol25 structures with the same formula, charge and spin: 56.9 kcal/mol
E_LUMO (alpha / beta): 0.98 / -2.67 eV
<S²>: 0.759

Atomic partial charges in e from the Mulliken method, atoms 1 to 2: H 0.32; C -0.68